Here is a structure of composition C33H31F5IrN8PSTe from the OMol25 dataset. Energies are from the ωB97M-V functional and the def2-TZVPD basis.

Geometry as XYZ:
```
81
Properties=species:S:1:pos:R:3:mulliken_charge:R:1
Ir 1.335 0.388 -0.528 1.11
C 3.524 1.601 4.507 -0.89
N 2.476 1.239 3.540 0.14
C 1.285 0.633 3.851 -0.56
C 0.636 0.432 2.669 -0.83
N 1.416 0.908 1.650 0.36
C 2.526 1.391 2.191 0.00
P 3.929 2.119 1.275 -0.30
C 2.999 2.944 -0.073 0.00
N 2.053 2.424 -0.857 -0.14
C 1.678 3.392 -1.750 -0.70
C 2.407 4.519 -1.505 -0.40
N 3.231 4.224 -0.446 0.18
C 4.202 5.155 0.148 -0.82
C 4.408 0.615 0.365 0.12
N 3.618 -0.036 -0.473 -0.11
C 4.330 -1.090 -0.970 -0.87
C 5.583 -1.077 -0.422 -0.34
N 5.624 0.005 0.420 0.15
C 6.769 0.382 1.261 -0.87
H 3.084 1.685 5.494 0.33
H 4.299 0.837 4.532 0.32
H 3.967 2.556 4.242 0.37
H 1.007 0.404 4.872 0.47
H -0.326 -0.027 2.490 0.45
H 0.933 3.211 -2.516 0.52
H 2.414 5.489 -1.988 0.45
H 4.078 6.125 -0.317 0.33
H 4.030 5.256 1.215 0.34
H 5.218 4.812 -0.025 0.32
H 3.910 -1.779 -1.694 0.54
H 6.437 -1.727 -0.564 0.49
H 7.690 0.085 0.769 0.34
H 6.784 1.456 1.405 0.36
H 6.714 -0.111 2.231 0.31
N -3.662 -2.053 -1.706 -0.12
C -3.135 -2.268 -0.509 0.29
S -2.465 -1.000 0.442 -0.27
N -3.163 -3.497 0.000 0.05
C -3.792 -4.642 -0.628 -0.22
C -3.016 -5.730 -1.007 0.02
C -3.630 -6.831 -1.588 -0.98
C -5.003 -6.835 -1.798 -0.43
C -5.772 -5.745 -1.414 -0.57
C -5.170 -4.645 -0.818 -0.03
H -3.692 -1.128 -2.075 0.13
H -4.024 -2.820 -2.255 0.29
H -2.703 -3.627 0.884 0.27
H -1.941 -5.714 -0.850 0.36
H -3.032 -7.688 -1.879 0.43
H -5.478 -7.698 -2.254 0.40
H -6.845 -5.756 -1.563 0.40
H -5.767 -3.802 -0.481 0.50
F -0.437 -1.494 -2.494 -0.44
C 0.112 -2.235 -1.526 0.51
C 0.946 -1.630 -0.597 -0.25
C 1.454 -2.498 0.364 0.73
F 2.299 -2.036 1.300 -0.39
C 1.136 -3.837 0.434 0.07
F 1.641 -4.611 1.394 -0.30
C 0.276 -4.372 -0.508 0.66
F -0.064 -5.649 -0.458 -0.41
C -0.236 -3.558 -1.503 0.19
F -1.066 -4.061 -2.412 -0.40
C -1.810 2.357 0.345 -0.82
Te -1.475 1.098 -1.347 0.00
C -2.617 2.652 -2.385 -1.13
C -3.397 3.362 -1.314 0.63
C -4.506 4.144 -1.626 -0.79
C -5.197 4.805 -0.622 -0.61
C -4.790 4.684 0.701 -0.63
C -3.692 3.898 1.018 -0.67
C -2.992 3.235 0.014 0.58
H -0.889 2.924 0.507 0.45
H -1.987 1.733 1.216 0.57
H -3.233 2.230 -3.174 0.58
H -1.843 3.277 -2.840 0.38
H -4.830 4.235 -2.660 0.45
H -6.062 5.409 -0.870 0.41
H -5.337 5.190 1.486 0.42
H -3.385 3.788 2.056 0.46
```

Output
**2S+1**: 5
**Calculated total energy**: -90473.172 eV
**Net charge**: +2
**HOMO energy (alpha / beta)**: -0.430 / -0.494 hartree